No. 1
Here is the ion C4H10N3 with charge +1 at a distorted geometry from OMol25. Energies are from wB97M-V/def2-TZVPD.

CARTESIAN COORDINATES (ANGSTROEM)
C: 0.599 0.548 -1.052
C: 0.644 -0.558 1.240
C: -0.261 -0.927 0.090
C: -1.744 -0.786 0.267
N: 1.145 1.395 -0.308
N: 0.210 0.594 -2.295
N: 1.081 1.078 1.042
H: 0.287 -0.318 2.217
H: 1.630 -0.856 1.245
H: 0.160 -1.837 -0.340
H: -2.227 -1.167 -0.610
H: -2.030 0.162 0.162
H: -2.014 -1.361 1.107
H: -0.028 -0.235 -2.888
H: 0.201 1.397 -2.869
H: 0.317 1.584 1.677
H: 2.029 1.288 1.315

The calculation puts the total energy at -8770.49957 eV. The orbital gap comes out at 10.76 eV. Its net charge is +1. As for the energy above the lowest of the compared OMol25 structures with the same formula, charge and spin: 4.100 eV. The maximum force comes out at 4.80 eV/A.

The molecule's Löwdin atomic charges, reported in e, are given here: C -0.24; C -0.01; C -0.14; C -0.05; N 0.05; N 0.17; N 0.02; H 0.11; H 0.09; H 0.12; H 0.09; H 0.04; H 0.09; H 0.16; H 0.11; H 0.23; H 0.16

No. 2
Here is a cluster of 2 separate species, C4H10N3 in total at a distorted geometry from OMol25. Energies are from wB97M-V/def2-TZVPD.

CARTESIAN COORDINATES (ANGSTROEM)
C: -0.065 1.374 1.279
C: -0.211 -2.061 -1.195
C: -1.147 -1.056 -1.552
C: 1.004 -0.807 0.886
N: 0.383 -3.016 -1.713
N: -0.411 2.727 1.114
N: 0.949 0.612 0.866
H: -0.466 0.892 2.128
H: -2.037 -1.244 -0.796
H: -1.307 -1.099 -2.595
H: -0.690 -0.044 -1.307
H: 0.700 -1.313 1.823
H: 1.913 -1.193 0.449
H: 1.199 -3.587 -1.500
H: -1.325 3.071 1.256
H: 0.286 3.327 0.774
H: 1.563 1.003 0.218

The calculation puts the total energy at -8769.45579 eV. The orbital gap (spin up / spin down) comes out at 6.40 / 7.22 eV. Its net charge is +1. As for the energy above the lowest of the compared OMol25 structures with the same formula, charge and spin: 5.143 eV. The maximum force comes out at 5.50 eV/A.

The molecule's Löwdin atomic charges, reported in e, are given here: C -0.10; C -0.16; C -0.07; C -0.05; N 0.22; N 0.16; N -0.01; H 0.13; H 0.15; H 0.08; H 0.09; H 0.07; H 0.05; H 0.11; H 0.10; H 0.09; H 0.13

No. 3
Here is a structure of composition C4H10N3O at a distorted geometry from OMol25. Energies are from wB97M-V/def2-TZVPD.

CARTESIAN COORDINATES (ANGSTROEM)
C: 1.952 -0.296 -0.010
C: -1.495 -1.145 -0.123
C: -2.070 0.195 -0.288
C: -0.591 -0.021 -0.560
N: 1.975 -1.538 0.488
N: 0.277 0.358 0.550
N: 0.417 1.766 0.420
O: 2.644 0.463 -0.602
H: -1.281 -1.651 0.789
H: -1.778 -1.853 -0.930
H: -2.714 0.381 -1.203
H: -2.416 0.746 0.579
H: -0.161 -0.005 -1.462
H: 1.056 -1.826 0.764
H: 2.806 -1.997 0.514
H: -0.276 2.239 -0.160
H: 1.232 1.965 -0.165
H: 0.422 2.218 1.397

The calculation puts the total energy at -10818.52791 eV. The orbital gap comes out at 11.06 eV. Its net charge is +1. As for the energy above the lowest of the compared OMol25 structures with the same formula, charge and spin: 2.876 eV. The maximum force comes out at 4.92 eV/A.

The molecule's Löwdin atomic charges, reported in e, are given here: C -0.33; C -0.11; C -0.09; C -0.33; N 0.25; N -0.03; N 0.15; O 0.15; H 0.10; H 0.13; H 0.14; H 0.11; H 0.10; H 0.11; H 0.10; H 0.17; H 0.14; H 0.22